Entry 1:
{"formula": "C2H3NO2S2", "method": "ωB97M-V/def2-TZVPD", "species": ["C", "C", "H", "H", "H", "N", "O", "O", "S", "S"], "coordinates": [[-0.144, 0.625, 0.061], [0.939, -0.468, 0.151], [-1.232, -1.772, 0.127], [-2.161, 0.851, 0.102], [2.455, 1.167, -0.516], [-1.423, 0.159, 0.014], [-1.807, -1.105, -0.385], [0.622, -1.589, 0.504], [0.136, 2.262, 0.106], [2.616, -0.129, -0.164]], "lowdin_charge": [-0.764, -0.782, 0.128, 0.139, -0.143, -0.069, -0.023, -0.017, 0.656, 0.875], "gap_ev": 8.0, "e_tot_ev": -29376.1333, "relative_energy_ev": 1.8444, "smiles": "O=C(S)C(=S)NO", "e_homo_ev": -9.071, "lumo_energy_ev": -1.04}

Entry 2:
{"formula": "C2H3NO2S2", "method": "ωB97M-V/def2-TZVPD", "species": ["C", "C", "N", "O", "O", "S", "S", "H", "H", "H"], "coordinates": [[-1.011, 0.353, -0.420], [-0.006, -1.292, 0.752], [-1.091, -0.686, 0.227], [0.688, 2.380, 0.173], [1.025, 1.199, -1.945], [1.696, -0.299, 0.462], [0.670, 1.192, -0.565], [-1.992, 0.852, -0.695], [-0.085, -1.429, 1.768], [0.106, -2.269, 0.244]], "lowdin_charge": [-0.184, -0.428, -0.052, -0.335, -0.352, 0.682, 0.367, 0.139, 0.056, 0.107], "gap_ev": 10.2, "e_tot_ev": -29376.0859, "relative_energy_ev": 1.8919, "smiles": "O=S1(=O)C=NCS1", "e_homo_ev": -9.979, "lumo_energy_ev": 0.26}

Repeat the second record exactly.
{"formula": "C2H3NO2S2", "method": "ωB97M-V/def2-TZVPD", "species": ["C", "C", "N", "O", "O", "S", "S", "H", "H", "H"], "coordinates": [[-1.011, 0.353, -0.420], [-0.006, -1.292, 0.752], [-1.091, -0.686, 0.227], [0.688, 2.380, 0.173], [1.025, 1.199, -1.945], [1.696, -0.299, 0.462], [0.670, 1.192, -0.565], [-1.992, 0.852, -0.695], [-0.085, -1.429, 1.768], [0.106, -2.269, 0.244]], "lowdin_charge": [-0.184, -0.428, -0.052, -0.335, -0.352, 0.682, 0.367, 0.139, 0.056, 0.107], "gap_ev": 10.2, "e_tot_ev": -29376.0859, "relative_energy_ev": 1.8919, "smiles": "O=S1(=O)C=NCS1", "e_homo_ev": -9.979, "lumo_energy_ev": 0.26}